# 1
59
Properties=species:S:1:pos:R:3:mulliken_spin:R:1 method="wB97M-V/def2-TZVPD" spin_multiplicity=5 s2=6.08 total_charge=-2 e_tot_ha=-2636.90229 gap_ha="0.1401 / 0.2223"
Ir 0.106 -0.182 -0.379 1.62
S -4.243 -1.399 0.359 0.06
C -3.261 -2.838 0.304 0.22
C -1.938 -2.538 0.118 -0.17
C -1.664 -1.157 0.001 0.23
C -2.824 -0.387 0.144 0.06
C -2.789 1.012 0.212 0.15
C -3.899 1.884 0.348 -0.03
C -3.707 3.229 0.483 0.08
C -2.379 3.742 0.504 0.17
C -1.340 2.851 0.334 -0.09
N -1.504 1.544 0.161 0.28
H -3.728 -3.801 0.443 0.02
H -1.173 -3.305 0.081 -0.01
H -4.894 1.450 0.345 0.03
H -4.548 3.906 0.579 0.02
H -2.186 4.796 0.648 0.02
H -0.311 3.198 0.322 0.00
O -0.834 -1.201 2.987 0.01
P 0.718 -1.537 2.727 0.00
O 0.845 -2.787 1.899 0.01
O 1.064 -0.277 1.635 -0.03
O 1.503 -1.351 3.955 0.00
P 2.611 -0.142 0.928 0.00
O 3.144 -1.641 0.805 0.00
O 3.505 0.731 1.699 0.00
O 2.201 0.328 -0.470 0.05
H -1.333 -1.337 2.156 0.01
H 2.432 -2.306 1.087 0.00
C -1.447 2.699 -3.141 0.01
C -0.021 2.517 -3.672 0.03
C 1.048 2.863 -2.633 0.04
C 0.164 1.131 -4.262 0.12
C 0.439 1.070 -5.616 -0.12
C 0.578 -0.131 -6.295 0.18
C 0.411 -1.311 -5.586 -0.12
C 0.132 -1.329 -4.233 0.14
C -0.108 -2.691 -3.606 0.04
C -1.581 -2.818 -3.193 0.02
C 0.866 -3.031 -2.472 -0.01
C 0.023 -0.089 -3.497 0.07
N -0.225 -0.077 -2.191 0.87
H -1.584 3.698 -2.725 0.00
H -1.655 1.969 -2.364 0.01
H -2.169 2.556 -3.950 -0.01
H 0.103 3.221 -4.505 0.00
H 1.020 2.186 -1.786 -0.01
H 0.908 3.883 -2.268 0.00
H 2.043 2.788 -3.078 0.00
H 0.538 1.999 -6.167 0.00
H 0.790 -0.147 -7.358 0.02
H 0.494 -2.257 -6.111 0.00
H 0.068 -3.427 -4.399 0.00
H -1.838 -2.051 -2.465 -0.01
H -1.782 -3.792 -2.746 0.00
H -2.222 -2.695 -4.070 -0.01
H 0.739 -2.365 -1.623 0.03
H 1.897 -2.941 -2.820 0.00
H 0.701 -4.054 -2.127 0.00

---

# 2
55
Properties=species:S:1:pos:R:3:nbo_charge:R:1 method="wB97M-V/def2-TZVPD" spin_multiplicity=1 total_charge=+2 e_tot_ha=-2270.34659 gap_ha=0.2341
Ir -0.164 0.044 0.338 1.03
C 2.982 0.165 1.228 -0.68
C 2.718 -0.463 -0.103 0.30
C 3.756 -1.126 -0.753 -0.22
C 3.610 -1.554 -2.049 -0.09
C 2.466 -1.165 -2.740 -0.26
C 1.454 -0.517 -2.070 -0.11
N 1.537 -0.283 -0.735 -0.44
Sb 0.123 0.726 -3.175 1.21
C 0.260 2.289 -1.636 -0.09
C 0.458 3.548 -2.162 -0.26
C 0.495 4.661 -1.326 -0.10
C 0.325 4.466 0.021 -0.22
C 0.142 3.179 0.527 0.26
C -0.035 3.026 2.006 -0.67
N 0.114 2.108 -0.285 -0.53
C -1.693 0.035 -2.302 -0.08
C -2.870 -0.220 -2.978 -0.24
C -4.047 -0.392 -2.257 -0.09
C -4.029 -0.242 -0.881 -0.21
C -2.824 0.015 -0.255 0.22
C -2.670 0.218 1.226 -0.59
N -1.693 0.107 -0.968 -0.42
H 4.020 0.494 1.251 0.26
H 2.826 -0.554 2.028 0.27
H 2.360 1.050 1.374 0.21
H 4.679 -1.283 -0.212 0.26
H 4.403 -2.095 -2.547 0.26
H 2.385 -1.330 -3.807 0.25
H 0.583 3.670 -3.230 0.24
H 0.647 5.653 -1.731 0.25
H 0.334 5.300 0.710 0.25
H -0.935 3.552 2.327 0.26
H 0.805 3.485 2.530 0.26
H -0.116 1.990 2.319 0.22
H -2.875 -0.272 -4.058 0.26
H -4.975 -0.609 -2.768 0.26
H -4.932 -0.321 -0.290 0.26
H -3.046 -0.633 1.790 0.28
H -3.190 1.127 1.535 0.28
H -1.628 0.388 1.605 0.19
C -0.940 -5.006 -0.238 -0.27
O 0.279 -4.597 0.408 -0.48
C 0.536 -3.356 0.771 0.07
S 1.932 -3.042 1.559 -0.11
S -0.778 -2.218 0.448 -0.18
H -0.791 -6.057 -0.461 0.23
H -1.097 -4.439 -1.154 0.20
H -1.784 -4.886 0.439 0.20
C -0.092 -1.044 3.605 -0.26
O 0.488 -0.165 2.605 -0.76
H -0.724 -0.462 4.275 0.19
H 0.704 -1.538 4.156 0.22
H -0.670 -1.791 3.073 0.22
H 1.179 0.364 3.016 0.51

---

# 3
56
Properties=species:S:1:pos:R:3:mulliken_spin:R:1 method="wB97M-V/def2-TZVPD" spin_multiplicity=2 s2=0.76 e_above_lowest_kj_mol=105.0 e_tot_ha=-10840.04407 gap_ha="0.2658 / 0.2128"
Ir -0.093 -0.450 -0.031 0.01
C -2.243 -1.539 -1.814 -0.03
N -1.535 -2.025 -0.621 -0.01
C -2.507 -2.277 0.492 0.00
C -1.797 -2.387 1.854 0.00
C -1.860 -1.062 2.569 0.00
N -1.378 -0.037 1.643 0.00
C -1.366 1.157 2.133 0.00
C -1.187 2.371 1.394 -0.01
C -1.230 3.595 2.076 0.00
C -1.199 4.787 1.392 0.00
C -1.158 4.753 -0.006 0.00
C -1.128 3.574 -0.710 -0.01
C -1.106 2.336 -0.027 0.01
O -1.043 1.241 -0.723 0.00
C -0.961 -3.395 -0.834 0.00
C 0.422 -3.517 -1.424 0.00
C 1.489 -3.284 -0.345 0.00
N 1.588 -1.864 0.017 0.00
C 2.780 -1.362 -0.031 0.00
C 3.200 0.029 0.091 0.00
C 4.477 0.371 -0.349 0.00
C 4.905 1.688 -0.295 0.00
C 4.050 2.660 0.218 0.00
C 2.780 2.351 0.677 0.00
C 2.331 1.033 0.607 0.00
O 1.190 0.632 1.095 0.00
H -3.044 -2.232 -2.100 0.01
H -1.529 -1.443 -2.625 0.00
H -2.655 -0.554 -1.598 0.02
H -3.018 -3.220 0.270 0.00
H -3.260 -1.488 0.470 0.00
H -0.752 -2.648 1.677 0.00
H -2.230 -3.175 2.472 0.00
H -1.335 -1.039 3.527 0.00
H -2.918 -0.849 2.762 0.00
H -1.634 1.269 3.187 0.00
H -1.298 3.582 3.158 0.00
H -1.225 5.731 1.919 0.00
H -1.149 5.687 -0.555 0.00
H -1.099 3.550 -1.789 0.00
H -1.712 -3.960 -1.396 0.00
H -0.906 -3.841 0.157 0.00
H 0.567 -2.819 -2.245 0.00
H 0.544 -4.516 -1.846 0.00
H 2.458 -3.632 -0.714 0.00
H 1.257 -3.854 0.561 0.00
H 3.585 -2.051 -0.293 0.00
H 5.122 -0.398 -0.757 0.00
H 5.888 1.958 -0.654 0.00
H 4.388 3.688 0.264 0.00
H 2.123 3.111 1.080 0.00
Se 1.007 -0.355 -2.288 0.02
Se 0.319 1.451 -3.611 -0.01
Se -1.671 0.749 -4.583 0.23
Se -3.246 1.917 -3.499 0.76

---

# 4
50
Properties=species:S:1:pos:R:3:nbo_charge:R:1 method="wB97M-V/def2-TZVPD" spin_multiplicity=1 total_charge=+1 e_above_lowest_kj_mol=194.6 e_tot_ha=-1074.89597 gap_ha=0.3384 smiles=COc1cccc(OC)c1-n1cc[n+](C)c1C(C)(C)c1ccccc1
C -0.134 -3.445 2.925 -0.25
O 0.164 -2.160 2.354 -0.53
C -0.848 -1.227 2.320 0.36
C -2.204 -1.584 2.468 -0.33
C -3.119 -0.561 2.645 -0.12
C -2.741 0.771 2.631 -0.34
C -1.392 1.123 2.414 0.41
O -0.890 2.386 2.481 -0.50
C -1.860 3.444 2.609 -0.26
C -0.490 0.109 2.123 -0.04
N 0.900 0.507 2.154 -0.31
C 1.540 0.984 3.330 -0.03
C 2.853 0.733 3.205 -0.05
N 3.040 0.192 1.926 -0.34
C 4.444 -0.294 1.779 -0.40
C 1.826 0.189 1.247 0.54
C 1.275 -0.183 -0.166 -0.12
C 0.080 -1.175 -0.279 -0.63
C 2.478 -0.996 -0.588 -0.59
C 0.862 1.013 -1.122 0.06
C 1.733 2.090 -1.199 -0.23
C 1.537 3.167 -2.086 -0.21
C 0.408 3.194 -2.912 -0.19
C -0.516 2.141 -2.850 -0.21
C -0.280 1.052 -1.969 -0.23
H 0.830 -3.902 3.080 0.21
H -0.650 -3.273 3.879 0.20
H -0.753 -4.064 2.251 0.19
H -2.497 -2.637 2.509 0.24
H -4.157 -0.807 2.840 0.23
H -3.447 1.572 2.816 0.24
H -1.273 4.342 2.677 0.21
H -2.502 3.473 1.716 0.19
H -2.474 3.319 3.513 0.19
H 0.936 1.418 4.103 0.25
H 3.609 0.859 3.960 0.25
H 4.530 -1.180 1.191 0.23
H 5.125 0.474 1.403 0.23
H 4.853 -0.554 2.778 0.23
H -0.965 -0.793 -0.303 0.23
H 0.185 -1.791 -1.194 0.23
H 0.140 -1.919 0.502 0.24
H 3.289 -0.312 -0.827 0.22
H 2.711 -1.586 0.285 0.20
H 2.263 -1.656 -1.405 0.23
H 2.638 2.030 -0.601 0.20
H 2.284 3.955 -2.146 0.23
H 0.209 4.070 -3.548 0.23
H -1.398 2.145 -3.521 0.23
H -0.980 0.206 -2.076 0.22

---

# 5
50
Properties=species:S:1:pos:R:3:nbo_charge:R:1 method="wB97M-V/def2-TZVPD" spin_multiplicity=1 e_above_lowest_kj_mol=562.4 e_tot_ha=-1054.58428 gap_ha=0.3330 smiles="CC(=O)N1c2ccccc2N(Cc2ccccc2CN)C[C@@H]1C1CC1"
C 1.392 1.150 -3.591 -0.70
C 0.903 0.057 -2.720 0.69
O 0.277 -0.804 -3.325 -0.61
N 1.467 -0.113 -1.424 -0.49
C 1.946 1.077 -0.590 0.10
C 3.060 1.729 -1.075 -0.18
C 3.583 2.894 -0.532 -0.24
C 3.056 3.301 0.652 -0.20
C 2.048 2.495 1.297 -0.24
C 1.435 1.420 0.678 0.19
N 0.397 0.617 1.099 -0.50
C -1.021 1.033 0.599 -0.23
C -2.117 0.526 1.558 -0.03
C -1.828 0.774 2.944 -0.19
C -2.782 0.337 3.801 -0.22
C -3.847 -0.438 3.370 -0.20
C -4.104 -0.743 2.014 -0.20
C -3.308 -0.179 1.106 -0.03
C -3.591 -0.470 -0.398 -0.23
N -4.757 0.206 -0.910 -0.82
C 0.723 -0.792 1.055 -0.21
C 1.079 -1.216 -0.434 -0.05
C 2.254 -2.309 -0.545 -0.24
C 2.276 -3.238 -1.734 -0.44
C 1.936 -3.775 -0.314 -0.44
H 0.819 1.292 -4.505 0.25
H 2.508 0.949 -3.654 0.24
H 1.246 2.074 -2.990 0.22
H 3.475 1.008 -1.770 0.22
H 4.449 3.467 -0.915 0.23
H 3.559 4.083 1.312 0.22
H 1.755 2.727 2.335 0.22
H -1.184 0.622 -0.431 0.19
H -0.977 2.105 0.433 0.22
H -1.007 1.401 3.220 0.23
H -2.715 0.511 4.890 0.21
H -4.517 -0.749 4.084 0.20
H -4.981 -1.343 1.682 0.23
H -2.763 -0.303 -0.985 0.18
H -3.843 -1.518 -0.353 0.19
H -4.728 0.127 -1.959 0.36
H -4.548 1.230 -0.681 0.35
H -0.140 -1.317 1.410 0.22
H 1.522 -1.029 1.736 0.21
H 0.139 -1.698 -0.887 0.22
H 3.253 -2.027 -0.078 0.21
H 3.152 -3.727 -2.126 0.22
H 1.444 -3.036 -2.389 0.24
H 2.790 -4.326 0.124 0.22
H 0.815 -4.063 -0.084 0.22

---

# 6
72
Properties=species:S:1:pos:R:3:mulliken_spin:R:1 method="wB97M-V/def2-TZVPD" spin_multiplicity=2 s2=0.75 e_above_lowest_kj_mol=53.0 e_tot_ha=-3360.30595 gap_ha="0.3355 / 0.3021"
Mg 0.222 -0.251 -1.646 0.01
C -0.648 -3.890 -1.613 0.00
C -0.776 -2.989 -0.455 -0.01
C -0.854 -3.436 0.855 0.01
C -1.217 -2.332 1.584 0.00
N -1.232 -1.289 0.747 -0.01
N -0.927 -1.675 -0.537 0.02
B -1.194 0.164 1.349 0.03
N 0.214 0.419 1.921 -0.02
C 0.716 1.678 2.120 0.01
C 1.596 1.578 3.164 0.00
C 1.540 0.215 3.560 0.00
C 2.277 -0.417 4.703 0.00
N 0.672 -0.456 2.844 0.01
N -1.475 1.325 0.361 -0.01
C -1.872 2.543 0.779 0.00
C -1.709 3.450 -0.273 0.00
C -1.123 2.656 -1.281 0.00
C -0.638 3.063 -2.631 0.00
N -0.973 1.408 -0.884 0.01
N -2.181 0.372 2.483 0.00
C -3.530 0.451 2.312 0.00
C -4.098 0.859 3.509 0.00
C -2.962 1.030 4.377 0.00
C -2.924 1.377 5.842 0.00
N -1.835 0.734 3.751 0.00
H -1.044 -4.858 -1.311 0.00
H 0.395 -4.080 -1.887 0.00
H -1.201 -3.545 -2.473 0.00
H -0.802 -4.445 1.205 0.00
H -1.425 -2.207 2.643 0.00
H 0.390 2.515 1.566 0.00
H 2.155 2.379 3.658 0.00
H 2.221 0.141 5.605 0.00
H 3.354 -0.579 4.468 0.00
H 1.839 -1.391 4.962 0.00
H -2.176 2.718 1.785 0.00
H -2.003 4.497 -0.278 0.00
H -0.766 4.137 -2.746 0.00
H -1.226 2.600 -3.409 0.00
H 0.420 2.859 -2.770 0.00
H -3.992 0.252 1.367 0.00
H -5.140 1.008 3.693 0.00
H -2.704 0.515 6.427 0.00
H -3.898 1.693 6.168 0.00
H -2.224 2.189 6.049 0.00
F -1.375 -2.448 -6.548 0.00
C -1.645 -2.088 -5.320 0.00
F -2.950 -1.830 -5.269 0.00
F -1.394 -3.102 -4.466 0.00
S -0.540 -0.740 -4.855 0.00
O -0.737 -0.634 -3.400 -0.01
O -0.960 0.362 -5.656 0.00
N 0.826 -1.415 -5.355 0.00
S 2.119 -1.381 -4.416 0.01
O 3.044 -2.379 -4.822 0.00
O 1.846 -1.342 -2.982 0.05
C 2.997 0.213 -4.706 0.00
F 3.926 0.460 -3.780 0.00
F 3.647 0.088 -5.865 0.00
F 2.127 1.234 -4.740 0.00
N 3.543 1.925 -0.213 0.00
C 2.726 0.862 -0.458 0.04
O 1.844 0.971 -1.291 -0.02
C 3.024 -0.324 0.474 0.05
C 2.229 -1.547 0.151 0.71
H 3.439 2.806 -0.696 0.00
H 4.314 1.781 0.422 0.00
H 2.730 -0.020 1.528 0.00
H 4.094 -0.460 0.442 0.04
H 1.537 -1.888 0.908 0.08
H 2.345 -2.089 -0.749 0.02

---

# 7
59
Properties=species:S:1:pos:R:3:nbo_charge:R:1 method="wB97M-V/def2-TZVPD" spin_multiplicity=1 e_above_lowest_kj_mol=318.8 e_tot_ha=-2171.65686 gap_ha=0.2300
Hg 15.369 8.223 8.876 1.03
C 11.993 5.401 11.350 -0.37
C 13.057 6.227 10.951 -0.13
N 12.788 7.546 11.318 -0.30
N 11.545 7.498 11.940 -0.32
C 11.031 6.237 11.930 0.00
B 11.221 8.861 12.769 0.96
N 12.109 8.821 14.017 -0.39
C 13.075 9.632 14.575 -0.02
C 13.445 9.124 15.785 -0.38
C 12.613 7.958 15.945 -0.06
N 11.803 7.783 14.883 -0.28
N 11.565 10.076 11.902 -0.37
C 10.799 10.945 11.171 -0.01
C 11.616 11.761 10.371 -0.39
C 12.906 11.354 10.664 -0.10
N 12.902 10.357 11.597 -0.27
N 9.748 8.999 13.169 -0.38
C 9.300 9.701 14.278 -0.03
C 8.061 9.205 14.597 -0.35
C 7.717 8.320 13.527 -0.09
N 8.769 8.207 12.681 -0.28
H 11.939 4.303 11.190 0.22
H 14.089 5.971 10.642 0.18
H 10.090 6.042 12.371 0.24
H 13.329 10.447 13.941 0.23
H 14.050 9.669 16.488 0.22
H 12.694 7.184 16.768 0.20
H 9.672 10.951 11.259 0.23
H 11.227 12.523 9.733 0.22
H 13.880 11.632 10.336 0.20
H 9.877 10.472 14.742 0.22
H 7.447 9.419 15.414 0.22
H 6.940 7.536 13.395 0.21
C 12.312 8.835 7.024 -1.02
P 13.955 8.262 6.823 0.88
C 14.036 6.602 6.034 -0.94
C 14.862 9.457 5.719 -0.93
H 11.510 8.268 6.587 0.28
H 12.232 9.877 6.718 0.27
H 12.187 8.806 8.153 0.31
H 13.924 6.559 4.997 0.25
H 13.285 5.897 6.543 0.27
H 15.003 6.203 6.234 0.25
H 14.356 9.610 4.776 0.25
H 15.878 8.980 5.548 0.25
H 14.920 10.434 6.269 0.26
S 17.027 8.991 10.296 -0.29
C 18.442 7.963 10.117 -0.19
C 19.674 8.490 9.714 -0.23
C 20.827 7.731 9.751 -0.19
C 20.706 6.338 10.015 -0.21
C 19.491 5.784 10.318 -0.20
C 18.340 6.627 10.454 -0.22
H 19.669 9.511 9.437 0.22
H 21.796 8.125 9.558 0.22
H 21.531 5.666 9.895 0.22
H 19.333 4.718 10.444 0.22
H 17.377 6.308 10.842 0.22

---

# 8
58
Properties=species:S:1:pos:R:3:mulliken_spin:R:1 method="wB97M-V/def2-TZVPD" spin_multiplicity=2 s2=0.75 total_charge=+3 e_above_lowest_kj_mol=0.0 e_tot_ha=-2324.81630 gap_ha="0.2927 / 0.2934"
Ce 0.927 0.064 0.387 0.99
C 0.919 -3.232 1.553 0.00
C 0.374 -2.400 2.683 0.00
C 0.206 -2.966 3.941 0.00
C -0.275 -2.178 4.969 0.00
C -0.562 -0.842 4.723 0.00
C -0.370 -0.328 3.449 0.01
N 0.071 -1.119 2.435 0.00
C -0.611 1.101 3.140 -0.01
C -1.009 2.006 4.127 0.00
C -1.177 3.335 3.793 0.00
C -0.968 3.744 2.480 0.00
C -0.601 2.803 1.526 -0.01
N -0.407 1.510 1.861 0.00
C -0.353 3.192 0.108 0.01
C -0.620 4.470 -0.346 0.00
C -0.274 4.820 -1.645 0.00
C 0.339 3.883 -2.451 0.00
C 0.544 2.604 -1.954 0.00
C 1.194 1.557 -2.818 0.00
N 0.174 2.250 -0.713 0.00
H 1.855 -3.701 1.856 0.00
H 1.121 -2.632 0.662 0.00
H 0.226 -4.035 1.298 0.00
H 0.453 -4.007 4.105 0.00
H -0.412 -2.590 5.960 0.00
H -0.925 -0.227 5.531 0.00
H -1.175 1.693 5.145 0.00
H -1.462 4.054 4.549 0.00
H -1.081 4.786 2.228 0.00
H -1.075 5.211 0.292 0.00
H -0.467 5.820 -2.010 0.00
H 0.662 4.137 -3.452 0.00
H 2.080 1.966 -3.304 0.00
H 0.517 1.245 -3.616 0.00
H 1.513 0.692 -2.234 0.00
O 4.812 0.075 0.524 0.00
Cl 3.427 0.107 0.530 0.01
O 2.778 -0.318 1.789 0.00
O 2.819 1.424 0.225 0.00
O 2.805 -0.805 -0.505 0.00
N -1.423 -2.497 -4.166 0.00
C -2.293 -1.889 -3.104 0.00
C -1.447 -1.013 -2.184 0.00
N -0.307 -1.738 -1.572 0.00
C 0.520 -2.352 -2.635 0.00
C -0.280 -3.262 -3.561 0.00
H -1.056 -1.762 -4.776 0.00
H -1.979 -3.110 -4.769 0.00
H -2.758 -2.705 -2.550 0.00
H -3.082 -1.303 -3.574 0.00
H -2.094 -0.620 -1.399 0.00
H -1.050 -0.163 -2.743 0.00
H -0.700 -2.501 -1.021 0.00
H 1.317 -2.942 -2.183 0.00
H 0.996 -1.553 -3.209 0.00
H -0.704 -4.106 -3.017 0.00
H 0.350 -3.651 -4.358 0.00